38
Properties=species:S:1:pos:R:3:forces:R:3 method="wB97M-V/def2-TZVPD" gap_ev=10.44 e_above_lowest_kcal_mol=9.53 homo_energy_ev=-10.861 e_lumo_ev=-0.42 smiles="C[N+](=O)[O-].C[N+](=O)[O-].C[N+](=O)[O-].C[N+](=O)[O-].ClCCl.ClCCl" e_tot_ev=-78900.2605
C -5.15493 0.16028 0.83423 -0.2 -0.7 0.6
N -5.75208 -0.22961 2.16602 0.0 0.1 -0.2
O -6.06770 0.65120 2.93215 0.0 0.2 0.0
O -5.86089 -1.41620 2.38804 0.1 -0.1 -0.1
H -5.62592 -0.49326 0.10814 -0.1 0.2 -0.1
H -4.11158 -0.12852 0.92297 0.1 0.3 -0.1
H -5.32928 1.21272 0.67506 0.1 0.1 0.0
C 2.73731 -3.06606 1.26392 0.0 -0.2 0.0
N 3.67643 -2.04583 1.80637 0.1 0.1 -0.2
O 3.91964 -1.08234 1.10219 -0.2 -0.1 -0.1
O 4.14408 -2.23246 2.90289 0.0 -0.1 0.2
H 1.73948 -2.63742 1.28679 0.0 0.1 -0.1
H 2.77685 -3.94714 1.89352 0.1 0.1 0.1
H 3.04298 -3.30178 0.24980 -0.1 0.1 -0.1
C -0.37486 -3.35215 -2.84792 0.0 0.1 -0.3
N 1.05141 -3.18415 -2.47428 0.0 0.0 0.0
O 1.69225 -4.18473 -2.23842 0.0 0.0 0.1
O 1.47328 -2.04842 -2.39329 0.1 0.1 0.1
H -0.45998 -4.28712 -3.38764 -0.1 -0.1 0.2
H -0.66081 -2.51146 -3.46812 0.0 0.1 0.0
H -0.92628 -3.33747 -1.91296 -0.1 -0.1 0.0
C -0.18439 4.97619 1.58733 0.0 -0.1 0.1
N -1.06299 5.14693 0.39740 0.0 0.1 0.1
O -0.86312 4.41877 -0.54714 0.0 -0.1 -0.2
O -1.93048 5.99297 0.46293 0.0 0.0 0.1
H 0.07577 5.95715 1.96508 0.0 0.1 0.0
H 0.67494 4.38970 1.28610 0.1 0.1 0.0
H -0.75999 4.43950 2.33847 -0.1 0.0 0.0
Cl 3.55732 2.64448 -0.66554 0.0 0.1 0.2
C 3.59057 1.09024 -1.48847 0.0 -0.1 -0.2
Cl 4.09484 1.26361 -3.17403 0.1 0.0 -0.1
H 4.28313 0.43106 -0.98470 0.0 0.0 0.1
H 2.59397 0.67108 -1.49561 -0.1 0.0 0.1
Cl -1.46234 -0.83892 -0.17287 0.0 -0.2 0.0
C 0.10811 -0.05686 -0.37475 0.2 0.4 0.0
Cl 0.19459 1.49127 0.47674 -0.1 -0.1 0.0
H 0.90359 -0.68081 0.00909 -0.1 -0.2 0.1
H 0.25711 0.12556 -1.42952 -0.1 0.0 -0.1